Entry 1:
Molecular formula: C20H30BCl2F3N2O5PS
Method: DFT, wB97M-V/def2-TZVPD

The molar mass comes out at 580.2 g mol⁻¹. The calculation puts the frontier orbital gap at 7.2 eV. As for the highest occupied orbital energy: -4.86 eV. As for the LUMO energy: 2.4 eV. The total energy comes out at -88443.037 eV.

```
! RIJCOSX wB97M-V def2-TZVPD def2/J DEFGRID3
* xyz -1 1
H -1.16 -1.05 -2.32
F 0.78 4.30 2.36
C -1.12 -3.49 -0.06
H 3.56 0.14 1.70
O 0.28 -3.41 -0.27
H 0.13 1.29 -0.79
C 4.22 2.11 1.24
H -7.25 0.82 -0.61
F 0.65 4.01 0.23
C -0.02 3.90 1.37
H -1.51 -4.34 -0.63
S 2.67 -0.88 -2.75
H 4.83 0.03 -1.20
N -2.19 0.21 -1.23
O 0.60 -2.79 -2.50
C -0.56 2.51 1.59
P 1.76 -0.77 -0.61
C -0.05 0.26 1.57
C 2.74 0.83 -0.17
H -0.52 -4.21 1.84
H 0.45 -1.72 1.35
C -5.16 1.30 -0.86
H 2.29 1.97 -1.95
H -1.57 -2.82 1.95
C -1.41 -3.75 1.41
F -1.04 4.77 1.31
H -0.38 -0.02 2.58
O 0.46 1.59 1.68
H -2.23 -4.45 1.55
H 6.26 -0.71 -0.53
C -5.93 -0.60 0.33
C 0.97 -0.79 1.15
C 3.50 0.95 0.99
H -5.26 -1.40 0.02
Cl 5.70 -3.00 0.58
O -5.22 0.25 1.24
H -1.65 -2.59 -0.38
H -0.29 -3.13 -2.64
C -6.32 0.30 -0.84
H -0.96 0.23 0.98
H -5.46 2.29 -1.19
C 0.28 0.36 -1.34
H -1.22 2.31 0.74
C 3.54 3.08 -0.66
C 2.80 1.95 -1.00
H -4.32 0.94 -1.46
C 5.30 -0.92 -0.99
O -4.02 2.14 1.12
H 0.61 0.70 -2.32
H -1.20 2.56 2.48
H 3.46 0.19 -2.90
H -6.79 -1.03 0.84
N 4.25 3.18 0.46
H 3.55 3.93 -1.33
C 4.55 -1.86 -0.13
C 3.24 -1.92 0.13
C -4.73 1.33 0.59
Cl 2.81 -3.15 1.33
B 0.80 -2.47 -1.16
C -1.05 -0.23 -1.62
H -6.46 -0.25 -1.77
H -2.06 1.02 -0.63
H 1.71 -0.76 1.94
H 4.82 2.15 2.15
H 5.53 -1.40 -1.94
*
```


Entry 2:
Molecular formula: CH3ClS
Method: DFT, wB97M-V/def2-TZVPD

The molar mass comes out at 82.6 g mol⁻¹. The calculation puts the frontier orbital gap at 8.4 eV. As for the SMILES: C=S.Cl. As for the highest occupied orbital energy: -9.28 eV. As for the LUMO energy: -0.9 eV. The total energy comes out at -24441.971 eV.

```
! RIJCOSX wB97M-V def2-TZVPD def2/J DEFGRID3
* xyz 0 1
H -0.65 1.22 0.73
H -0.34 -0.27 -0.68
S 1.70 -1.38 -1.24
C 0.48 -0.78 -0.37
H 0.38 -0.93 0.65
Cl -1.56 2.15 0.90
*
```


Entry 3:
Molecular formula: C2F3N
Method: DFT, wB97M-V/def2-TZVPD

The molar mass comes out at 95.0 g mol⁻¹. The calculation puts the frontier orbital gap at 9.6 eV. As for the highest occupied orbital energy: -10.85 eV. As for the LUMO energy: -1.2 eV. The total energy comes out at -11708.416 eV.

```
! RIJCOSX wB97M-V def2-TZVPD def2/J DEFGRID3
* xyz 0 1
F -2.26 -0.19 -0.30
C -0.22 -0.16 0.31
C 1.67 0.27 0.53
F -0.12 1.02 -0.35
F 2.27 -0.11 -0.53
N -1.34 -0.84 0.33
*
```


Entry 4:
Molecular formula: C22H40Cl4IrN2O9P2Si
Method: DFT, wB97M-V/def2-TZVPD

The molar mass comes out at 900.6 g mol⁻¹. The calculation puts the frontier orbital gap (alpha / beta) at 8.2 / 5.9 eV. As for the highest occupied orbital energy (alpha / beta): -13.90 / -13.94 eV. As for the LUMO energy (alpha / beta): -5.7 / -8.0 eV. The total energy comes out at -124253.252 eV.

```
! RIJCOSX wB97M-V def2-TZVPD def2/J DEFGRID3
* xyz 2 2
C 2.95 1.76 -1.87
C -0.78 -1.20 -6.45
O -0.30 -0.64 -2.92
H 1.81 0.32 1.76
H 3.74 2.49 -1.68
H 0.06 5.43 1.50
Cl 1.90 -7.70 -0.31
H -0.84 -7.17 -0.81
C 0.98 1.02 1.68
H -1.15 -3.05 -4.83
H -4.10 2.08 2.66
H -0.80 -0.84 6.02
H 1.43 3.21 -2.44
C 1.06 -3.80 -0.59
C 1.06 -6.22 -0.51
H 4.23 0.05 -1.59
H 1.16 1.57 -3.05
O -1.76 1.08 1.99
H 2.95 -2.81 -0.25
O 2.39 1.52 -0.51
H -0.76 -3.62 4.51
H 1.68 5.71 2.14
C -1.99 2.44 2.54
C 1.60 4.24 0.60
H -2.28 -0.24 5.25
O -0.80 -0.98 1.04
H 0.80 4.26 2.61
H -1.31 3.09 1.99
H -3.65 3.78 2.51
H -1.85 3.50 4.38
C 3.55 0.46 -2.33
H -2.20 -1.90 5.83
H 2.40 4.65 -1.37
C 0.99 4.95 1.79
H -0.41 0.38 -5.05
O -1.11 -2.74 -1.09
Cl -3.81 -1.46 -2.68
C -3.42 2.77 2.17
H -2.06 -5.03 -1.12
C -0.31 -6.23 -0.76
H 2.59 5.95 -0.21
H -1.93 -1.75 3.33
H 2.50 3.69 0.90
N -0.55 -0.62 -5.14
H -0.54 -0.46 -7.20
Cl -3.09 1.62 -1.77
C -0.20 -2.78 4.10
Si -2.92 -0.33 -1.22
O 0.61 3.24 0.11
C 1.73 -5.02 -0.43
H -1.02 -3.04 -3.11
H 4.10 0.63 -3.25
O -0.17 1.09 -0.79
C 1.88 -2.62 -0.45
H -1.82 -1.50 -6.58
H 1.13 1.81 2.42
Cl -3.99 -0.65 0.47
C 1.91 5.17 -0.55
H -3.57 2.71 1.10
C -0.58 -1.29 -3.99
H 2.79 -5.02 -0.23
N -0.81 -2.60 -4.00
O -0.29 -0.46 3.45
P -0.54 0.14 2.05
H 1.00 5.64 -0.92
C -1.11 -1.58 4.03
H -0.70 2.17 4.28
H 2.76 -0.27 -2.53
P 0.95 1.73 0.02
Ir -0.65 -0.89 -0.96
H 0.16 -3.05 3.11
H 0.65 -2.57 4.75
C -0.33 -3.81 -0.86
H -2.42 1.84 4.56
O 1.51 -1.45 -0.49
H -0.12 -2.06 -6.61
C 1.92 2.32 -2.83
H 2.43 2.60 -3.75
C -1.72 2.48 4.02
C -1.63 -1.10 5.36
C -0.99 -5.04 -0.93
*
```


Entry 5:
Molecular formula: C18H20F3N5O2S
Method: DFT, wB97M-V/def2-TZVPD

The molar mass comes out at 427.5 g mol⁻¹. The calculation puts the frontier orbital gap at 8.3 eV. As for the SMILES: O=C1NC(=S)N(c2cccc(C(F)(F)F)c2)C(=O)/C1=C\NCCN1CCNCC1. As for the highest occupied orbital energy: -8.53 eV. As for the LUMO energy: -0.2 eV. The total energy comes out at -49525.746 eV.

```
! RIJCOSX wB97M-V def2-TZVPD def2/J DEFGRID3
* xyz 0 1
H 4.22 -0.25 1.37
H -3.53 -4.29 1.32
C -3.43 -0.18 -0.34
C -3.60 2.19 -0.08
N 3.54 0.32 -0.57
C 2.65 2.38 0.34
C 2.79 -2.12 -0.50
H -4.71 -1.05 -1.82
C -4.97 1.07 -1.68
F -3.98 4.47 0.47
H 1.93 0.42 0.81
N 3.66 2.35 1.38
H 4.35 -1.20 -1.67
S -5.20 -2.24 0.86
C 4.87 1.74 0.88
N -2.82 -1.41 0.03
H 0.90 -1.14 -0.70
H -5.02 3.19 -1.34
H 0.97 -3.85 0.46
C -1.44 -1.52 -0.18
C -4.40 -0.14 -1.33
H 1.75 2.86 0.74
N 1.36 -2.01 -0.39
C -3.02 0.99 0.29
N -2.95 -3.56 0.91
C 4.56 0.30 0.47
O -0.84 -0.58 -0.70
C -0.82 -2.74 0.24
H 3.85 3.28 1.72
H -5.73 1.10 -2.45
C 0.56 -2.91 0.11
C -4.57 2.24 -1.07
H 2.72 -0.72 -2.14
C 2.33 0.94 -0.07
H 3.24 -2.16 0.50
H 3.04 -3.05 -1.02
C -3.11 3.45 0.58
H -2.27 0.96 1.06
F -1.96 3.89 0.04
O -1.15 -4.90 1.16
H 5.63 1.74 1.67
H 5.45 -0.18 0.07
F -2.87 3.29 1.89
H 1.57 0.96 -0.86
C 3.37 -0.92 -1.28
C -1.59 -3.83 0.80
H 2.98 2.93 -0.55
C -3.58 -2.40 0.58
H 5.28 2.27 0.00
*
```


Entry 6:
Molecular formula: C3H13O5
Method: DFT, wB97M-V/def2-TZVPD

The molar mass comes out at 129.1 g mol⁻¹. The calculation puts the frontier orbital gap at 6.0 eV. As for the highest occupied orbital energy: -2.82 eV. As for the LUMO energy: 3.2 eV. The total energy comes out at -13559.308 eV.

```
! RIJCOSX wB97M-V def2-TZVPD def2/J DEFGRID3
* xyz -1 1
H 1.06 2.39 -2.13
H -0.31 -0.50 2.27
H 1.03 -2.53 2.44
H -0.09 1.01 1.92
O 1.28 2.30 -0.16
H -2.39 0.63 1.26
C 0.02 -0.74 -1.05
H -0.71 -0.93 -1.86
H 1.41 -2.04 -0.94
O 0.48 -2.06 -0.73
O -0.71 0.41 2.35
H -2.69 1.78 0.33
H 1.41 0.02 -2.47
H -0.53 -0.27 -0.24
O 0.28 -2.13 1.98
H -0.40 1.81 -1.24
C 0.71 1.77 -1.25
H 1.95 0.07 -0.77
C 1.11 0.25 -1.44
H 0.22 -2.26 1.00
O -3.12 1.02 0.73
*
```


Entry 7:
Molecular formula: C5H11O2S
Method: DFT, wB97M-V/def2-TZVPD

The molar mass comes out at 135.2 g mol⁻¹. The calculation puts the frontier orbital gap at 6.1 eV. As for the highest occupied orbital energy: -2.61 eV. As for the LUMO energy: 3.5 eV. The total energy comes out at -20294.662 eV.

```
! RIJCOSX wB97M-V def2-TZVPD def2/J DEFGRID3
* xyz -1 1
C -1.95 0.90 -1.22
H -2.13 2.63 1.43
H -1.14 0.10 -1.05
H 2.13 0.26 -0.68
H 3.62 -0.20 1.00
O -3.68 1.37 0.44
C 3.49 -1.29 0.93
H 2.82 -2.65 -0.69
C 3.05 -1.60 -0.48
O -1.59 2.26 0.71
C 1.75 -0.80 -0.84
C -2.51 1.47 0.05
H 1.60 -1.01 -1.88
H 4.49 -1.71 1.18
H -1.56 1.74 -1.87
H -2.78 0.48 -1.79
H 2.85 -1.53 1.74
S 0.34 -1.12 0.25
H 3.90 -1.30 -1.18
*
```


Entry 8:
Molecular formula: C8H15ClLi3NO8
Method: DFT, wB97M-V/def2-TZVPD

The molar mass comes out at 309.5 g mol⁻¹. The calculation puts the frontier orbital gap at 1.8 eV. As for the highest occupied orbital energy: 0.59 eV. As for the LUMO energy: 2.4 eV. The total energy comes out at -39536.447 eV.

```
! RIJCOSX wB97M-V def2-TZVPD def2/J DEFGRID3
* xyz -2 1
C 2.80 1.50 -1.29
H 1.48 -2.09 1.42
H 1.31 1.58 0.74
O -4.54 2.92 -0.95
H 2.02 -4.06 2.76
O -6.47 -4.71 -0.88
H 1.92 -3.56 4.55
O -7.49 -2.95 -0.10
H 1.91 1.39 -1.90
H 2.84 -0.33 -0.56
Li -6.57 0.71 1.95
O -6.62 2.92 -1.28
C 1.64 -0.03 2.14
H 0.64 -0.06 2.56
C 3.55 3.76 -1.72
H 3.39 -3.46 3.67
Cl -0.86 -2.38 -4.97
O -5.34 -3.28 0.09
H 4.09 3.36 -2.58
H 3.64 0.76 0.55
C 2.31 -3.37 3.55
O -5.36 2.04 -2.64
C -5.48 2.86 -1.71
N 1.58 0.61 0.78
Li -2.38 -0.03 -1.29
H 3.60 1.20 -1.98
H 4.18 4.56 -1.34
H 3.18 -1.50 1.66
C -6.49 -3.70 -0.19
H 2.60 4.27 -1.87
C 2.75 0.63 -0.06
O 3.14 2.75 -0.72
O 2.09 -1.99 3.32
C 2.15 -1.47 2.01
Li -3.55 0.64 -6.49
H 2.36 0.51 2.77
*
```